Record 1
15
Properties=species:S:1:pos:R:3:forces:R:3:mulliken_spin:R:1 method="wB97M-V/def2-TZVPD" spin_multiplicity=3 s_squared=2.01 homo_ev="-5.51 / -10.10"
C -0.3574 0.9794 1.0687 0.58 -0.56 -0.55 0.00
C -0.3115 -1.8542 -0.4237 1.28 2.07 2.52 -0.01
C 0.6438 0.4459 0.0424 2.26 0.22 3.49 0.01
C 0.9164 -1.0811 0.1434 -3.80 3.58 -0.78 0.47
O 2.1678 1.3466 0.5866 -2.18 -3.62 -0.87 0.07
F 1.1715 -1.3290 1.4061 0.38 -1.29 2.73 0.02
I 2.7826 -1.4273 -1.0081 3.33 -0.43 -1.90 1.41
H -0.5562 2.0809 0.8924 0.14 -1.45 0.63 0.01
H -1.2079 0.3462 0.8176 -0.83 0.63 0.13 0.00
H -0.0922 0.6296 2.0957 0.08 0.99 -0.77 0.00
H -1.1432 -1.1974 -0.2095 -0.66 -0.05 -0.91 0.02
H -0.4454 -2.6067 0.3064 -0.09 -1.56 0.21 0.00
H -0.1559 -2.1495 -1.4163 -0.21 -0.57 -1.38 -0.01
H 0.3634 0.6618 -0.9371 0.09 0.93 -1.78 -0.01
H 2.1437 2.2232 0.2456 -0.37 1.09 -0.77 0.00

***

Record 2
14
Properties=species:S:1:pos:R:3:forces:R:3:mulliken_charge:R:1 method="wB97M-V/def2-TZVPD" spin_multiplicity=1 homo_ev="-9.54 / -9.54"
C -1.9592 -1.4784 0.4829 -1.86 -0.53 0.04 -0.76
C -1.1461 -0.5041 0.1687 1.56 2.09 -0.51 0.59
C 0.9161 -0.1082 -1.0798 -2.00 -0.95 -1.76 -0.87
C 0.3868 1.3210 0.8696 -0.11 -1.66 -0.49 -0.83
N 0.0964 0.0147 0.1350 -1.24 0.02 0.60 0.02
F -2.1597 1.0907 -0.6981 0.90 -1.98 1.05 -0.67
H -3.0721 -1.2943 0.2859 1.87 -0.27 0.09 0.29
H -1.7140 -2.5065 0.9405 0.11 2.10 -0.69 0.27
H 1.5421 0.7438 -1.2197 0.17 0.63 -0.06 0.37
H 1.5431 -0.9749 -1.0607 0.41 -0.63 0.37 0.30
H 0.2542 -0.2414 -2.0019 0.76 0.44 1.26 0.30
H -0.3311 1.9987 0.5203 -1.19 1.07 -0.58 0.39
H 0.2660 1.2622 1.9545 0.52 -0.35 -0.24 0.29
H 1.3456 1.6308 0.4584 0.11 0.01 0.92 0.31

***

Record 3
14
Properties=species:S:1:pos:R:3:forces:R:3:mulliken_charge:R:1 method="wB97M-V/def2-TZVPD" spin_multiplicity=1 homo_ev=-7.53
C 2.5647 -1.2415 -0.4096 -1.74 1.30 -0.25 -0.48
C 0.9453 0.2868 -0.0360 2.62 -1.71 -0.35 0.13
C -1.1835 1.4436 -0.2488 -0.19 0.58 -0.14 -0.91
C -1.0503 -0.9375 0.3182 -0.11 -0.53 0.27 -0.90
N -0.3517 0.2781 -0.0283 0.19 0.47 -0.06 0.15
F 1.4786 1.4820 -0.3011 -0.56 -0.15 0.10 -0.21
H 3.3278 -0.7385 0.1992 -0.17 0.18 0.25 0.17
H 2.1588 -2.0583 0.1994 -0.11 0.02 0.30 0.12
H -0.5633 2.3146 -0.4474 -0.09 -0.10 0.03 0.33
H -1.8367 1.2708 -1.1062 0.02 -0.02 0.07 0.33
H -1.7969 1.6346 0.6341 0.02 -0.05 -0.04 0.34
H -0.4595 -1.7948 0.0126 0.04 -0.03 -0.01 0.33
H -1.2165 -0.9825 1.3985 -0.02 0.01 -0.11 0.29
H -2.0168 -0.9575 -0.1847 0.09 0.01 -0.05 0.32

***

no.,M (g mol⁻¹)
1,218.01
2,89.11
3,89.11